Computed, not measured: a molecular structure, C7H13OP at a distorted geometry, with the ωB97M-V functional and the def2-TZVPD basis.

Structure (XYZ):
```
22
Properties=species:S:1:pos:R:3:forces:R:3
C -1.129623 0.638496 1.670163 0.0975 -0.0705 -0.1592
C 0.016888 -1.128176 -1.872535 0.1551 0.7714 0.7885
C -1.204340 0.206315 0.416198 0.1828 -0.1041 0.0774
C 1.720604 0.587583 -0.055144 -0.1921 -0.1129 -0.4467
C -2.430444 0.299964 -0.433766 -0.0693 0.0034 -0.0222
C 1.436336 2.013577 -0.438830 0.0743 0.2046 0.0405
C 1.081767 -2.306648 1.096889 -1.2850 2.3625 -1.8489
O 2.818088 0.143515 0.156285 0.0558 0.1224 0.2199
P 0.266585 -0.579066 -0.293733 1.0406 -3.0824 1.3448
H -0.222791 0.535028 2.245139 0.1799 -0.0335 0.1299
H -1.965363 1.103569 2.169631 -0.1741 0.0790 0.0092
H 0.909746 -1.449444 -2.387301 0.0170 -0.2311 -0.0971
H -0.732313 -0.620512 -2.460611 -0.1520 -0.0454 -0.0531
H -2.272056 0.997248 -1.257486 -0.0287 -0.0185 -0.0651
H -2.667334 -0.672938 -0.861267 -0.0594 0.0018 -0.0639
H -3.276504 0.647182 0.156408 -0.0325 0.0141 0.0166
H 0.377980 2.150686 -0.657754 0.0685 0.1260 -0.0133
H 1.731482 2.667731 0.380277 -0.0199 0.0559 0.0656
H 2.033039 2.285604 -1.310036 0.0006 -0.0549 0.0032
H 2.133051 -2.100706 1.177363 0.2975 0.0559 0.0446
H 0.534968 -2.222404 2.023224 -0.0914 0.0525 0.1818
H 0.840232 -3.196607 0.536877 -0.0650 -0.0963 -0.1527
```
Forces are in eV/Å.

Its lowest unoccupied orbital energy is 0.5 eV. As for the HOMO energy: -7.2842 eV. As for the energy relative to the best compared isomer or geometry (same formula, charge and spin): 69.5 kcal/mol. Its net charge is 0. The gap between HOMO and LUMO is 7.786 eV.